[1]
ORCA calculation (ωB97M-V/def2-TZVPD) on a structure of composition C5H7NO at a distorted geometry.

Computed properties:
**Kohn-Sham gap**: 8.731 eV
**Spin multiplicity**: 1

Structure (XYZ):
```
14
C5H7NO, DFT ωB97M-V/def2-TZVPD
C -0.487 0.643 1.652
H -0.041 -1.196 1.022
C -0.751 -0.389 0.762
H -0.660 0.606 2.732
O 1.808 -0.153 0.304
H -1.033 0.937 -0.992
H 1.030 1.976 1.670
H -1.131 -1.500 -1.889
H 0.141 -0.533 -2.659
C 0.836 0.526 0.088
N 0.301 1.610 1.059
C -0.194 -0.962 -1.709
C -0.381 0.115 -0.659
H 0.562 -1.679 -1.382
```

---

[2]
ORCA calculation (ωB97M-V/def2-TZVPD) on a structure of composition C5H7NO.

Computed properties:
**Kohn-Sham gap**: 9.700 eV
**Spin multiplicity**: 1

Structure (XYZ):
```
14
C5H7NO, DFT ωB97M-V/def2-TZVPD
C -0.057 -0.247 0.415
C 0.442 -0.566 -0.981
H 2.276 0.483 0.165
C 1.243 0.843 0.288
C -0.925 -1.331 1.095
H 1.402 -1.089 -1.022
H -1.775 -0.984 1.727
C -0.750 0.964 -0.210
H -0.269 -0.979 -1.699
H -1.645 0.806 -0.818
H 1.245 1.801 0.831
O -0.861 -2.497 0.779
N 0.544 0.952 -1.006
H -0.869 1.843 0.435
```

---

[3]
ORCA calculation (ωB97M-V/def2-TZVPD) on the molecule C5H7NO.

Computed properties:
**Kohn-Sham gap**: 9.349 eV
**Spin multiplicity**: 1

Structure (XYZ):
```
14
C5H7NO, DFT ωB97M-V/def2-TZVPD
H 1.541 -0.878 0.989
H -2.545 -0.758 0.229
O 2.688 1.178 -0.533
C -0.498 -0.105 0.483
H -1.380 -2.090 0.405
H -1.486 -1.193 -1.121
C -0.761 1.311 -0.030
H -0.627 -0.012 1.572
C 0.964 -0.461 0.160
H 1.037 -1.169 -0.674
N 0.440 1.740 -0.404
C -1.538 -1.098 -0.030
H 0.609 2.678 -0.756
C 1.557 0.856 -0.290
```

---

[4]
ORCA calculation (ωB97M-V/def2-TZVPD) on the molecule C5H7NO.

Computed properties:
**SMILES string**: [H]/N=C1\[C@@H]2[C@H](CO)[C@H]12
**Kohn-Sham gap**: 10.192 eV
**Spin multiplicity**: 1

Structure (XYZ):
```
14
C5H7NO, DFT ωB97M-V/def2-TZVPD
H -1.560 1.750 0.338
C -0.905 0.914 0.185
O 0.795 -1.510 0.026
C 0.140 0.792 -0.934
H -1.943 -1.912 -1.373
C -1.195 -0.228 -0.580
H 2.218 -0.468 1.067
H 0.370 1.630 -1.597
H 0.710 -0.827 1.951
H 0.943 1.710 0.960
C 1.125 -0.534 0.981
C 0.548 0.797 0.506
N -2.041 -1.133 -0.728
H 0.795 -0.982 -0.803
```

---

[5]
ORCA calculation (ωB97M-V/def2-TZVPD) on the molecule C5H7NO.

Computed properties:
**SMILES string**: C[N@@H+]1C=CC=C1[O-]
**Kohn-Sham gap**: 8.077 eV
**Spin multiplicity**: 1

Structure (XYZ):
```
14
C5H7NO, DFT ωB97M-V/def2-TZVPD
C -1.233 -0.025 -0.753
C 0.983 -0.630 -0.987
H -0.690 -1.764 -1.912
H -0.542 0.693 2.301
H -0.529 -0.913 1.474
H 0.984 -0.020 1.785
H 1.853 -1.211 -1.237
H -2.305 0.103 -0.811
N -0.415 0.783 0.144
H -0.712 1.760 0.239
C 1.071 0.618 -0.377
O 1.861 1.465 -0.023
C -0.376 -0.914 -1.314
C -0.089 0.082 1.533
```

---

[6]
ORCA calculation (ωB97M-V/def2-TZVPD) on the molecule C5H7NO.

Computed properties:
**SMILES string**: Cc1coc(N)c1
**Kohn-Sham gap**: 8.738 eV
**Spin multiplicity**: 1

Structure (XYZ):
```
14
C5H7NO, DFT ωB97M-V/def2-TZVPD
H 0.416 1.057 2.191
H 0.419 2.482 -1.339
H 1.925 1.567 -1.212
H -0.995 -3.068 0.860
C 1.056 1.922 -0.645
O -0.514 -0.663 1.477
N -1.419 -2.391 0.236
H -0.298 -0.516 -1.787
C -0.738 -1.177 0.250
C -0.261 -0.351 -0.718
H -1.478 -2.774 -0.698
H 1.417 2.615 0.120
C 0.326 0.771 -0.027
C 0.146 0.526 1.290
```

---

[7]
ORCA calculation (ωB97M-V/def2-TZVPD) on a structure of composition C5H7NO at a distorted geometry.

Computed properties:
**Kohn-Sham gap (alpha / beta)**: 8.199 / 6.580 eV
**Spin multiplicity**: 1

Structure (XYZ):
```
14
C5H7NO, DFT ωB97M-V/def2-TZVPD
C 0.424 0.113 -0.762
H -2.289 0.893 -0.418
C 1.825 0.415 -0.744
C -1.994 -0.087 -0.032
C 0.149 0.233 1.555
H 0.877 -1.593 0.893
O 0.421 0.534 -1.969
H 2.618 -0.330 -0.860
H 2.117 1.457 -0.844
H -2.540 -0.281 0.893
N 0.036 -1.101 1.221
H 1.143 0.703 1.589
C -0.524 -0.107 0.250
H -2.262 -0.848 -0.772
```

---

[8]
ORCA calculation (ωB97M-V/def2-TZVPD) on the molecule C5H7NO.

Computed properties:
**SMILES string**: OCC#C[C@H]1CN1
**Kohn-Sham gap**: 10.283 eV
**Spin multiplicity**: 1

Structure (XYZ):
```
14
C5H7NO, DFT ωB97M-V/def2-TZVPD
H -1.290 1.691 0.692
H 2.403 -0.257 1.661
H -2.062 -1.129 0.680
H 3.170 0.405 -0.604
C 0.012 0.215 -0.121
O 2.938 -0.809 1.082
H 2.857 -1.312 -0.871
N -2.361 -0.158 0.713
C -2.490 0.380 -0.632
H -2.337 -0.284 -1.481
C -1.308 0.726 0.201
C 2.586 -0.460 -0.243
H -3.266 1.128 -0.759
C 1.147 -0.139 -0.319
```

---

[9]
ORCA calculation (ωB97M-V/def2-TZVPD) on a cluster of 3 separate species, C5H7NO in total at a distorted geometry.

Computed properties:
**Kohn-Sham gap**: 9.855 eV
**Spin multiplicity**: 1

Structure (XYZ):
```
14
C5H7NO, DFT ωB97M-V/def2-TZVPD
H -0.835 -0.565 -1.373
C 1.299 -1.329 0.844
H -1.046 -1.277 1.656
N 2.363 -1.723 0.553
H 0.910 2.010 0.419
H -1.703 1.633 0.741
O 1.587 0.626 -0.901
H 0.161 1.992 -1.301
H 3.235 -1.669 0.075
H -2.576 -0.827 -0.864
C -1.211 -0.578 0.860
C 0.871 1.543 -0.583
C -1.587 -0.460 -0.580
C -1.468 0.623 0.454
```

---

[10]
ORCA calculation (ωB97M-V/def2-TZVPD) on the molecule C5H7NO.

Computed properties:
**Kohn-Sham gap**: 8.649 eV
**Spin multiplicity**: 1

Structure (XYZ):
```
14
C5H7NO, DFT ωB97M-V/def2-TZVPD
H 2.068 0.577 -0.229
N -1.440 0.031 -0.993
C -0.815 1.168 -1.035
O -0.624 -1.299 0.721
C -1.525 -0.998 -0.263
H 0.903 -1.546 -0.656
C 0.397 1.362 0.810
H 0.739 2.391 0.774
H 1.334 -1.643 1.060
H -2.330 -1.718 -0.366
C 0.736 -1.086 0.332
H -0.101 1.233 -1.871
H -0.477 1.166 1.421
C 1.136 0.362 0.293
```

---

In the order shown, the computed energy above the lowest of the compared OMol25 structures with the same formula, charge and spin values come out to 82.3; 97.9; 35.6; 101.7; 59.4; 14.3; 151.8; 78.4; 130.5; 101.0 kcal/mol.